# C24H49BFIN5O4PSi2

C24H49BFIN5O4PSi2 as an isolated structure in a non-equilibrium geometry (ωB97M-V/def2-TZVPD, the OMol25 dataset).

Structure (XYZ):
```
88
Properties=species:S:1:pos:R:3:forces:R:3:lowdin_charge:R:1
C 6.6085 2.6902 0.0511 -0.29 -0.06 -0.75 -0.0553
C 5.8501 2.4853 -1.2534 -0.30 0.11 0.53 -0.2037
O 4.4752 2.0846 -0.9369 -0.15 0.91 -0.29 -0.0469
C 3.6542 2.6567 -1.8831 0.12 -0.83 -1.20 -0.5003
O 3.4845 2.1242 -2.9546 -0.07 0.50 0.76 0.1167
C 2.9925 3.9548 -1.4751 0.13 -0.75 0.45 -0.0601
C 1.9955 3.6333 -0.3112 0.29 0.87 -0.51 -0.1100
C 0.6172 4.2466 -0.5971 0.77 0.43 -0.56 -0.1359
N -0.1847 3.4010 -1.5203 -1.36 0.75 0.84 0.1044
B -0.3495 4.0470 -2.8868 0.39 -0.65 -1.42 -0.5102
C 0.3759 3.3778 -4.1118 0.17 -0.22 0.61 0.0251
O -1.0966 5.2004 -3.0705 0.82 -0.24 0.78 0.1456
C -1.3453 2.8835 -0.9637 -0.04 -0.86 -0.24 -0.2924
N -2.2212 3.5340 -0.0783 2.23 0.36 0.51 -0.1222
C -2.4857 4.9559 -0.3929 -0.77 0.37 0.10 -0.1548
C -3.3230 5.6825 0.6548 -0.30 0.42 -0.95 -0.1921
F -2.5125 6.2992 1.5936 0.10 -0.32 0.35 -0.0554
P -1.9047 3.2139 1.5893 -1.03 -0.07 1.35 0.7139
O -3.1258 3.0474 2.3779 -0.47 -0.07 0.02 -0.3662
N -1.6553 1.6508 -1.2497 -0.76 -0.16 -0.13 0.0876
C -0.8402 0.7544 -2.0824 0.54 -0.38 0.29 -0.0817
C 0.5238 0.4013 -1.4476 0.40 -0.09 -1.36 -0.2568
C 0.7446 -1.1252 -1.3878 0.63 0.58 0.63 -0.6233
I 2.4170 -1.7781 -2.5841 -0.41 0.07 0.08 0.7890
C -2.8957 1.0413 -0.7250 1.16 0.90 -0.43 -0.3047
C -2.7168 0.0649 0.2094 0.36 -0.58 0.59 -0.0140
C -3.8572 -0.5556 0.6829 0.46 0.12 -0.21 -0.0056
C -5.0306 -0.1041 0.1459 -1.76 -0.84 0.68 -0.0461
C -5.1025 0.9129 -0.7714 0.16 0.24 -0.19 -0.1009
N -4.0046 1.5070 -1.2268 -0.42 0.18 -0.36 0.1543
H 7.6730 2.7015 -0.1862 0.02 -0.03 0.27 0.0820
H 6.3239 3.6555 0.4698 0.06 -0.12 0.23 0.0746
H 6.3589 1.8841 0.7385 0.21 0.04 0.07 0.0845
H 6.2775 1.7259 -1.9069 0.01 0.04 0.04 0.1285
H 5.7811 3.4426 -1.7822 0.29 -0.16 -0.19 0.1188
H 3.7800 4.6371 -1.1450 -0.13 0.01 0.12 0.1271
H 2.5061 4.4117 -2.3369 -0.02 -0.22 -0.06 0.1133
H 1.9473 2.5565 -0.1714 -0.12 0.06 0.29 0.1013
H 2.4105 4.1218 0.5707 -0.22 -0.33 0.25 0.1245
H 0.1063 4.5425 0.3201 -0.20 -0.33 -0.08 0.0930
H 0.8343 5.1860 -1.1249 -0.18 0.11 0.27 0.1231
H -0.3334 2.7808 -4.7001 -0.06 0.25 -0.07 0.0857
H 0.8413 4.1091 -4.7765 -0.21 -0.02 -0.09 0.0817
H 1.1453 2.6775 -3.7738 0.02 0.07 -0.10 0.0510
H -0.4799 5.9375 -2.9492 -0.49 0.38 -0.28 0.1246
H -1.5978 5.5685 -0.5631 0.12 -0.27 0.06 0.1124
H -3.0635 4.9803 -1.3178 0.07 -0.17 0.00 0.1346
H -3.8222 6.4947 0.1203 -0.07 -0.05 0.06 0.1272
H -4.0837 5.0552 1.1173 0.24 -0.05 0.28 0.1191
H -1.0777 2.0756 1.7069 0.28 0.26 -0.78 0.0468
H -1.1798 4.3145 2.1025 0.30 -0.20 -0.57 0.0422
H -0.7538 1.1491 -3.0933 0.12 0.22 0.13 0.1203
H -1.3800 -0.1846 -2.1837 -0.39 0.27 0.10 0.1256
H 0.6896 0.8830 -0.4840 -0.34 -0.19 0.11 0.0981
H 1.2914 0.8029 -2.1127 0.03 0.21 0.20 0.0472
H 1.0671 -1.3564 -0.3758 -0.27 -0.54 -0.07 0.0207
H -0.1359 -1.6887 -1.6791 0.15 -0.20 0.09 0.0437
H -1.7329 -0.2280 0.5570 -0.03 -0.02 -0.06 0.1003
H -3.8124 -1.3599 1.4021 0.04 0.05 0.00 0.1087
H -5.9570 -0.5705 0.4625 -0.01 0.07 -0.01 0.1181
H -6.0612 1.2497 -1.1431 0.07 0.07 -0.10 0.1163
C -1.4771 -8.4159 0.8453 0.29 -0.25 0.14 -0.2138
Si -0.3505 -7.1512 1.6896 -0.83 0.97 -0.37 0.2049
C 1.3518 -7.3508 0.8809 0.08 -0.44 0.16 -0.2042
C -0.2092 -7.7024 3.4950 0.27 -0.42 -0.07 -0.2043
N -1.0025 -5.6062 1.5058 0.59 0.16 0.31 -0.2416
Si -0.3072 -4.2108 2.1084 -0.76 -1.42 -0.47 0.1947
C 1.4002 -3.8347 1.3787 0.02 0.75 0.30 -0.2025
C -0.1577 -4.1898 3.9948 0.22 0.69 0.02 -0.2018
C -1.3962 -2.7091 1.6521 0.33 0.36 0.09 -0.2154
H -1.0630 -9.4247 0.9585 -0.08 -0.03 -0.06 0.0100
H -2.4734 -8.4097 1.2924 -0.02 0.06 -0.03 0.0115
H -1.5677 -8.2045 -0.2223 -0.04 0.04 0.01 0.0108
H 1.6466 -8.4069 0.8566 0.04 0.03 -0.04 0.0123
H 2.1285 -6.8143 1.4292 0.02 0.07 -0.03 0.0007
H 1.3305 -6.9841 -0.1475 -0.01 0.06 0.02 0.0172
H -1.1535 -7.5467 4.0197 -0.01 0.06 -0.01 0.0188
H 0.5783 -7.1632 4.0250 -0.03 0.06 0.04 0.0010
H 0.0400 -8.7690 3.5543 -0.03 0.01 0.06 0.0127
H 2.1725 -4.5143 1.7377 -0.03 -0.08 -0.05 0.0090
H 1.7121 -2.8163 1.6583 0.12 -0.02 -0.05 0.0070
H 1.3565 -3.8881 0.2907 0.03 -0.11 -0.10 0.0072
H -1.1106 -4.4535 4.4567 0.00 -0.08 -0.03 0.0206
H 0.1235 -3.1893 4.3518 -0.01 -0.04 0.10 0.0085
H 0.6079 -4.8810 4.3482 -0.03 -0.09 -0.02 0.0050
H -2.3957 -2.8106 2.0812 0.05 -0.13 0.00 0.0116
H -1.4839 -2.6165 0.5637 -0.04 -0.14 0.02 0.0122
H -0.9499 -1.7800 2.0387 -0.05 0.03 0.02 0.0149
```
Forces are in eV/Å.

Properties
LUMO level in hartree: -0.062
Largest force on an atom in eV Å⁻¹: 2.31

# C4H7F2NS

One molecule with the formula C4H7F2NS (ωB97M-V/def2-TZVPD, the OMol25 dataset).

Structure (XYZ):
```
15
Properties=species:S:1:pos:R:3:forces:R:3:lowdin_charge:R:1
N 2.4948 0.0040 -0.3320 0.59 0.25 0.37 0.0594
C 1.4277 -0.0043 0.6446 0.63 0.01 0.15 -0.2971
C 0.3407 1.0763 0.4747 0.01 0.43 0.43 -0.2928
F 0.2546 1.5046 -0.8296 -0.06 0.00 0.04 -0.0027
C -0.7030 -0.0146 0.7998 -0.20 0.15 -0.37 -0.5565
S -2.2857 0.0023 -0.0635 0.03 -0.06 0.55 0.7856
C 0.3525 -1.0816 0.4656 -0.22 -0.41 0.05 -0.2976
F 0.2522 -1.4923 -0.8458 0.04 -0.10 0.10 -0.0030
H 3.0788 0.8392 -0.1968 -0.31 -0.52 -0.15 0.0907
H 3.1010 -0.8124 -0.2178 -0.28 0.34 -0.05 0.0873
H 1.7604 -0.0244 1.7092 -0.22 0.09 -0.47 0.1539
H 0.3738 1.9672 1.1231 -0.01 -0.31 -0.25 0.1500
H -0.8962 -0.0361 1.8696 -0.17 0.08 0.05 0.1075
H -1.7730 0.0005 -1.2885 0.17 0.00 -0.26 -0.1320
H 0.3938 -1.9635 1.1120 0.00 0.03 -0.20 0.1473
```
Forces are in eV/Å.

Properties
SMILES string: N[C@H]1[C@@H](F)[C@@H](S)[C@H]1F
LUMO level in hartree: 0.023
Energy relative to the best compared isomer or geometry (same formula, charge and spin) in eV: 1.276
Largest force on an atom in eV Å⁻¹: 0.74

Question: What is the largest force on an atom in the second record?
Answer: 0.74 eV Å⁻¹

Question: What is the formula in the second record?
Answer: C4H7F2NS

Question: Which of these has the highest LUMO level?
Answer: C4H7F2NS